# 1
This record from OMol25 describes C25H30ClGeO5ReTe as an isolated structure. The level of theory is ωB97M-V/def2-TZVPD.

Geometry as ORCA input:
```
! RIJCOSX wB97M-V def2-TZVPD def2/J DEFGRID3
* xyz -1 2
Re -1.017 -1.933 -0.167
O -4.992 -3.066 0.746
Cl -3.866 -2.450 0.138
O -3.159 -3.356 -0.768
O -4.229 -1.258 -0.563
O -2.846 -2.117 1.185
C -4.950 -0.790 -3.893
Te -2.872 -1.249 -3.747
C -2.499 -0.942 -5.834
H -5.088 0.200 -4.323
H -5.330 -0.800 -2.874
H -5.469 -1.538 -4.487
H -3.115 -1.607 -6.436
H -1.450 -1.176 -6.009
H -2.684 0.093 -6.110
C -0.129 -0.819 0.808
Ge 0.572 0.658 1.768
C -0.859 1.551 2.752
C -0.872 2.932 2.928
C -1.895 3.549 3.639
C -2.921 2.787 4.177
C -2.926 1.409 3.997
C -1.903 0.797 3.289
C 1.328 1.933 0.492
C 2.597 2.488 0.629
C 3.100 3.359 -0.332
C 2.336 3.680 -1.444
C 1.071 3.125 -1.597
C 0.573 2.257 -0.637
C 1.965 0.087 3.016
C 2.454 -1.216 2.952
C 3.456 -1.641 3.816
C 3.982 -0.765 4.756
C 3.499 0.535 4.834
C 2.496 0.954 3.971
H -0.082 3.537 2.495
H -1.894 4.626 3.764
H -3.723 3.266 4.724
H -3.737 0.813 4.397
H -1.931 -0.275 3.123
H 3.208 2.233 1.488
H 4.091 3.781 -0.214
H 2.728 4.353 -2.197
H 0.478 3.359 -2.473
H -0.402 1.801 -0.777
H 2.035 -1.903 2.224
H 3.824 -2.658 3.758
H 4.763 -1.095 5.430
H 3.902 1.220 5.571
H 2.117 1.968 4.050
C 1.171 -3.252 -3.527
C 1.113 -2.231 -2.395
C 1.216 -0.808 -2.938
C 2.222 -2.489 -1.381
O -0.158 -2.377 -1.790
H 2.111 -3.172 -4.079
H 0.340 -3.088 -4.216
H 1.082 -4.261 -3.122
H 2.178 -0.640 -3.431
H 1.108 -0.098 -2.116
H 0.413 -0.623 -3.655
H 3.202 -2.417 -1.860
H 2.106 -3.484 -0.949
H 2.161 -1.758 -0.575
*
```

Kohn-Sham gap (alpha / beta): 6.2 / 5.7 eV
E_HOMO (alpha / beta): -3.90 / -3.37 eV

# 2
This record from OMol25 describes C25H30ClIrN2OS3 as an isolated structure. The level of theory is ωB97M-V/def2-TZVPD.

Geometry as ORCA input:
```
! RIJCOSX wB97M-V def2-TZVPD def2/J DEFGRID3
* xyz 1 2
Ir -0.456 0.278 0.133
C 0.204 3.461 -0.982
N 0.239 2.611 0.240
C -0.762 3.077 1.190
C -2.112 2.821 0.532
N -2.263 1.394 0.000
C -2.686 1.413 -1.429
C -3.301 0.752 0.848
C -4.651 0.874 0.555
C -5.593 0.366 1.437
C -5.182 -0.250 2.610
C -3.833 -0.384 2.891
C -2.879 0.115 2.008
S -1.161 -0.093 2.311
C 1.612 2.448 0.622
C 2.238 3.140 1.634
C 3.611 2.965 1.822
C 4.332 2.133 0.985
C 3.690 1.418 -0.022
C 2.323 1.556 -0.199
S 1.420 0.592 -1.378
H 1.104 3.313 -1.567
H 0.153 4.513 -0.683
H -0.643 3.229 -1.618
H -0.678 4.151 1.398
H -0.664 2.525 2.123
H -2.251 3.496 -0.310
H -2.920 3.009 1.235
H -3.509 2.111 -1.586
H -2.990 0.413 -1.725
H -1.843 1.714 -2.044
H -4.987 1.363 -0.349
H -6.645 0.455 1.204
H -5.915 -0.646 3.300
H -3.507 -0.892 3.789
H 1.679 3.816 2.268
H 4.111 3.499 2.618
H 5.399 2.018 1.124
H 4.249 0.734 -0.649
Cl -1.113 -1.801 -2.078
C -1.394 -1.456 -0.334
H -1.028 -2.307 0.234
H -2.472 -1.388 -0.203
C 7.695 -1.222 0.746
C 6.215 -1.442 0.609
C 5.362 -1.295 1.703
C 3.999 -1.497 1.579
C 3.486 -1.854 0.341
C 4.307 -1.995 -0.770
C 5.669 -1.793 -0.626
S 1.754 -2.124 0.120
C 1.540 -3.515 1.222
O 1.057 -0.998 0.921
H 7.965 -0.958 1.767
H 8.030 -0.421 0.086
H 8.246 -2.121 0.470
H 5.774 -1.013 2.664
H 3.338 -1.351 2.424
H 3.884 -2.246 -1.735
H 6.319 -1.902 -1.485
H 1.832 -3.219 2.228
H 2.168 -4.327 0.857
H 0.493 -3.809 1.193
*
```

Kohn-Sham gap (alpha / beta): 7.7 / 5.2 eV
E_HOMO (alpha / beta): -10.42 / -10.40 eV

# 3
This record from OMol25 describes C25H30F3O7Re as an isolated structure in a non-equilibrium geometry. The level of theory is ωB97M-V/def2-TZVPD.

Geometry as ORCA input:
```
! RIJCOSX wB97M-V def2-TZVPD def2/J DEFGRID3
* xyz -1 4
C 0.182 -0.296 -7.718
C -0.216 -0.842 -6.335
C 0.091 1.236 -7.499
C -1.057 1.449 -6.511
H -0.058 1.753 -8.441
H 1.038 1.567 -7.081
C -1.347 0.071 -5.877
H 0.651 -0.748 -5.684
H -0.497 -1.892 -6.347
C -1.444 0.359 -4.379
H -2.298 -0.306 -6.248
H -1.935 1.784 -7.054
C -0.850 2.395 -5.304
C 1.611 -0.616 -8.107
C -0.847 -0.731 -8.768
O -1.308 0.030 -9.582
O 2.490 -0.959 -7.352
O 1.801 -0.381 -9.423
O -1.346 -1.991 -8.732
C -0.668 -3.134 -9.262
H -0.344 -3.833 -8.497
H 0.186 -2.822 -9.858
H -1.389 -3.627 -9.906
C 3.026 -0.888 -9.979
H 3.882 -0.476 -9.451
H 3.029 -0.570 -11.015
H 3.058 -1.973 -9.912
O -1.626 1.764 -4.261
H -0.534 0.035 -3.859
H -2.292 -0.120 -3.896
C -1.457 3.763 -5.534
C 0.595 2.528 -4.839
H 1.186 3.123 -5.533
H 1.090 1.565 -4.723
H 0.608 3.030 -3.874
H -1.267 4.421 -4.688
H -2.533 3.681 -5.668
H -1.032 4.223 -6.425
Re 0.000 0.000 0.000
C -1.865 -0.068 1.420
C -2.341 0.144 0.107
C -2.040 -0.999 -0.663
H -2.796 1.045 -0.260
C -1.389 -1.924 0.173
C -1.289 -1.354 1.460
H -0.825 -1.808 2.319
H -1.937 0.623 2.243
H -2.239 -1.122 -1.715
H -1.007 -2.886 -0.125
C 2.210 0.726 0.519
C 1.822 -0.232 1.477
C 1.650 -1.463 0.806
H 1.687 -0.058 2.532
C 1.896 -1.257 -0.570
C 2.258 0.097 -0.738
H 2.456 0.586 -1.674
H 2.367 1.775 0.699
H 1.363 -2.395 1.259
H 1.842 -2.003 -1.346
F -0.421 4.753 2.242
C -0.556 4.175 0.992
F -1.847 4.375 0.539
F 0.334 4.771 0.119
C -0.276 2.709 1.064
O 0.050 2.161 2.211
O -0.345 1.972 -0.028
*
```

Kohn-Sham gap (alpha / beta): 2.6 / 4.9 eV
E_HOMO (alpha / beta): -0.60 / -2.90 eV

# 4
This record from OMol25 describes C25H30N4O6S in the gas phase in a non-equilibrium geometry. The level of theory is ωB97M-V/def2-TZVPD.

Geometry as ORCA input:
```
! RIJCOSX wB97M-V def2-TZVPD def2/J DEFGRID3
* xyz 0 1
C -3.334 1.767 1.212
O -2.423 1.386 0.209
C -1.656 2.347 -0.372
C -1.606 3.677 0.026
C -0.757 4.546 -0.642
C 0.032 4.116 -1.685
C -0.005 2.778 -2.092
N 0.800 2.400 -3.181
C 2.223 2.569 -2.984
C 2.722 1.583 -1.904
N 1.964 0.350 -1.993
C 1.631 -0.463 -0.966
O 0.918 -1.440 -1.134
C 2.154 -0.122 0.427
C 1.020 0.599 1.172
C 1.349 0.761 2.656
N 1.708 -0.485 3.282
S 0.509 -1.368 4.016
O 1.158 -2.435 4.718
O -0.297 -0.435 4.747
C -0.505 -2.085 2.717
C -0.103 -3.276 2.137
C -0.781 -3.803 1.048
C -1.873 -3.092 0.587
C -2.302 -1.913 1.220
C -1.620 -1.380 2.290
O -3.421 -1.454 0.594
C -3.695 -2.294 -0.444
O -4.611 -2.170 -1.204
N -2.754 -3.303 -0.445
C -2.710 -4.353 -1.424
C 2.780 -1.194 2.629
C 2.512 -1.429 1.143
C 1.492 0.027 -3.326
C 0.552 1.137 -3.847
C -0.853 1.906 -1.425
H -3.901 0.868 1.446
H -2.818 2.124 2.110
H -4.019 2.543 0.855
H -2.210 4.044 0.840
H -0.721 5.583 -0.339
H 0.667 4.816 -2.205
H 2.448 3.588 -2.672
H 2.719 2.388 -3.941
H 3.795 1.386 -2.033
H 2.559 2.041 -0.928
H 3.042 0.512 0.386
H 0.106 0.014 1.057
H 0.844 1.583 0.732
H 2.191 1.454 2.778
H 0.493 1.154 3.206
H 0.747 -3.787 2.561
H -0.463 -4.718 0.576
H -1.918 -0.475 2.790
H -2.818 -5.327 -0.943
H -3.538 -4.191 -2.113
H -1.765 -4.319 -1.968
H 3.695 -0.603 2.754
H 2.901 -2.137 3.162
H 1.683 -2.125 1.011
H 3.398 -1.869 0.681
H 2.362 -0.079 -3.984
H 0.977 -0.932 -3.267
H -0.495 0.866 -3.724
H 0.735 1.288 -4.918
H -0.912 0.858 -1.671
*
```

Kohn-Sham gap: 8.7 eV
E_HOMO: -8.14 eV

# 5
This record from OMol25 describes C25H31BeN4O3P3Se as an isolated structure. The level of theory is ωB97M-V/def2-TZVPD.

Geometry as ORCA input:
```
! RIJCOSX wB97M-V def2-TZVPD def2/J DEFGRID3
* xyz 2 1
Be 0.079 0.083 0.591
C 2.845 2.027 1.480
P 1.168 1.483 1.914
C 1.255 1.181 3.708
C 0.099 2.943 1.771
C 0.565 4.224 2.069
C -0.291 5.311 2.021
C -1.629 5.122 1.698
C -2.101 3.854 1.401
C -1.245 2.752 1.411
P -1.839 1.073 0.965
C -2.913 0.623 2.362
C -3.004 1.368 -0.397
H 3.243 2.693 2.244
H 2.840 2.540 0.518
H 3.499 1.157 1.411
H 1.598 2.080 4.217
H 1.949 0.365 3.914
H 0.271 0.909 4.090
H 1.602 4.375 2.342
H 0.080 6.302 2.246
H -2.306 5.966 1.677
H -3.152 3.737 1.167
H -3.646 1.413 2.516
H -2.322 0.507 3.270
H -3.433 -0.313 2.155
H -3.632 2.227 -0.178
H -3.635 0.492 -0.528
H -2.462 1.541 -1.327
Se 5.322 -3.182 -3.033
N 4.441 -1.672 -3.289
C 3.555 -1.581 -2.336
C 2.620 -0.465 -2.204
C 2.571 0.641 -3.053
C 1.633 1.630 -2.818
C 0.763 1.507 -1.743
N 0.809 0.458 -0.921
C 1.724 -0.511 -1.151
C 1.724 -1.589 -0.175
N 0.834 -1.441 0.834
C 0.802 -2.364 1.790
C 1.640 -3.470 1.773
C 2.543 -3.625 0.740
C 2.599 -2.655 -0.262
C 3.534 -2.670 -1.385
N 4.404 -3.620 -1.588
H 3.265 0.702 -3.881
H 1.566 2.499 -3.458
H 0.018 2.264 -1.529
H 0.087 -2.217 2.591
H 1.576 -4.196 2.571
H 3.209 -4.478 0.689
C -3.970 -2.005 -2.788
O -2.883 -2.681 -2.137
P -1.740 -1.900 -1.319
O -1.377 -3.019 -0.205
C -2.346 -3.345 0.794
O -0.398 -2.196 -2.185
C -0.386 -1.814 -3.566
H -4.347 -2.677 -3.552
H -3.644 -1.077 -3.262
H -4.768 -1.792 -2.078
H -2.010 -4.259 1.275
H -3.326 -3.522 0.351
H -2.422 -2.551 1.544
H 0.639 -1.902 -3.914
H -0.726 -0.782 -3.703
H -1.020 -2.480 -4.150
*
```

Kohn-Sham gap: 7.7 eV
E_HOMO: -14.00 eV

# 6
This record from OMol25 describes C25H31Br2GdN5O4S3 as an isolated structure in a non-equilibrium geometry. The level of theory is ωB97M-V/def2-TZVPD.

Geometry as ORCA input:
```
! RIJCOSX wB97M-V def2-TZVPD def2/J DEFGRID3
* xyz 1 8
Gd 0.784 -0.190 0.992
O -0.363 1.610 1.258
N 0.137 2.811 1.343
C -0.660 3.828 0.906
C -0.237 5.147 1.091
C 0.979 5.457 1.648
C 1.745 4.387 1.977
C 1.344 3.097 1.881
S 2.294 1.768 2.448
H -1.615 3.547 0.504
H -0.941 5.900 0.887
H 1.271 6.474 1.700
H 2.701 4.635 2.403
Br 4.053 -3.287 3.125
C 4.529 -3.049 1.267
Br 4.295 -1.139 0.684
H 3.906 -3.640 0.654
H 5.575 -3.257 1.277
O -1.992 2.683 -2.757
C -2.772 1.549 -2.583
C -4.077 1.647 -2.980
C -4.935 0.579 -2.987
C -4.509 -0.576 -2.481
C -3.212 -0.760 -1.999
C -2.302 0.295 -2.160
C -1.016 0.254 -1.467
O -0.782 -0.620 -0.527
N -0.153 1.144 -1.844
N 1.040 1.255 -1.086
C 1.830 2.132 -1.625
S 1.307 3.125 -3.000
C 2.686 4.245 -2.889
C 3.905 3.558 -2.347
S 3.389 2.609 -0.906
H -0.996 2.461 -2.541
H -4.381 2.626 -3.323
H -5.880 0.721 -3.458
H -5.178 -1.435 -2.550
H -2.938 -1.693 -1.573
H 2.455 5.063 -2.250
H 2.989 4.617 -3.915
H 4.736 4.289 -2.042
H 4.252 2.836 -3.117
C -3.173 -2.075 2.127
C -2.400 -0.829 2.249
O -0.958 -0.951 2.528
C -0.762 -1.227 3.952
C 0.692 -1.075 4.232
H -4.193 -1.914 1.652
H -3.389 -2.631 3.048
H -2.655 -2.785 1.424
H -2.839 -0.170 2.971
H -2.344 -0.366 1.263
H -1.073 -2.254 4.108
H -1.297 -0.491 4.555
H 1.303 -1.423 3.398
H 0.937 -1.543 5.186
H 0.975 -0.025 4.233
N 0.002 -5.867 -2.408
C 0.526 -4.938 -1.541
C 1.153 -3.795 -1.986
C 1.435 -2.756 -1.111
N 1.062 -2.717 0.176
C 0.347 -3.852 0.532
C 0.098 -4.967 -0.211
H 0.464 -6.005 -3.294
H -0.327 -6.701 -1.889
H 1.406 -3.673 -3.069
H 2.052 -1.956 -1.500
H -0.011 -3.856 1.557
H -0.297 -5.862 0.175
*
```

Kohn-Sham gap (alpha / beta): 8.0 / 5.0 eV
E_HOMO (alpha / beta): -10.26 / -10.25 eV